1.
Computed, not measured: an isolated molecule of C5H6O at a distorted geometry, with wB97M-V/def2-TZVPD.

E_LUMO, eV: 0.63
Net charge: 0

The geometry in XYZ format:
```
12
Properties=species:S:1:pos:R:3:nbo_charge:R:1
C 1.5463 -0.3006 0.1967 -0.0487
C 0.4571 -0.7510 0.0222 0.2526
C -1.4995 0.2946 0.1059 0.3148
C 2.9952 0.0860 -0.0578 -0.6735
C -2.9188 0.0204 -0.0071 -0.8078
O -0.8523 -0.8555 -0.0676 -0.4832
H 2.9177 1.0699 0.3306 0.2495
H 3.0708 0.1013 -1.1413 0.2310
H 3.5695 -0.7530 0.2654 0.2441
H -3.5223 -0.9098 0.0800 0.2178
H -3.1610 0.3607 -0.9762 0.2596
H -3.4831 0.5137 0.7411 0.2439
```

---

2.
Computed, not measured: a cluster of 2 separate species, C2H2N3O2 in total at a distorted geometry, with wB97M-V/def2-TZVPD.

E_LUMO (alpha / beta), eV: -5.62 / -5.54
Net charge: +1

The geometry in XYZ format:
```
9
Properties=species:S:1:pos:R:3:nbo_charge:R:1
C 0.3962 0.7563 -0.1311 0.3242
C 2.7695 -2.6231 -1.9098 0.7588
N 1.9172 -1.8966 -1.3550 -0.2416
N 1.0200 -1.6047 -0.6389 -0.0965
N -0.6596 0.6055 0.3144 0.1203
O 3.8165 -2.8985 -2.3190 -0.3403
O -1.7066 0.2337 0.7802 -0.3464
H 1.2285 1.4098 -0.1459 0.2895
H -1.5052 -0.6358 1.1562 0.5320
```